A.
Formula: C29H66N10O9
Source: OMol25
Level of theory: the ωB97M-V functional and the def2-TZVPD basis

Properties
E_LUMO, eV: 0.1331
E_HOMO, Ha: -0.3352
Total charge: 0
Orbital gap, eV: 9.2550
SMILES string: CNC(C)=O.CNC(C)=O.CNC(C)=O.CNC(C)=O.CNC(C)=O.CNC(C)=O.CNC(C)=O.CNC(C)=O.CNC(C)=O.CC#N

Element x y z (Å)
C1 4.2914 0.5206 -3.1248
N1 4.6735 -0.5340 -2.2050
C2 6.0137 -0.8784 -2.0767
C3 6.1720 -2.0422 -1.1062
O1 6.8978 -0.2086 -2.6023
H1 4.7722 1.4782 -2.9704
H2 3.2420 0.5881 -2.9680
H3 4.4835 0.2390 -4.1669
H4 3.8599 -1.0698 -1.9237
H5 6.9040 -1.8586 -0.3284
H6 6.5692 -2.8956 -1.6886
H7 5.2052 -2.3323 -0.7197
C4 -4.5446 -5.0791 1.4614
N2 -4.8271 -3.8228 0.8383
C5 -4.8637 -3.6527 -0.4845
C6 -5.4893 -2.2775 -0.8875
O2 -4.5225 -4.5328 -1.2451
H8 -3.9877 -4.9528 2.3992
H9 -3.9078 -5.6668 0.8217
H10 -5.4225 -5.7081 1.7118
H11 -5.1889 -3.1189 1.4312
H12 -5.0348 -1.4056 -0.4306
H13 -6.4916 -2.3461 -0.4173
H14 -5.5451 -2.1485 -1.9920
C7 3.6748 1.6335 4.6066
N3 4.5716 1.1460 3.6236
C8 4.4794 1.4318 2.3495
C9 5.5781 0.8764 1.4114
O3 3.5302 2.0956 1.9161
H15 3.0530 2.2827 4.0746
H16 4.1976 2.1951 5.3517
H17 2.9838 0.9681 5.0757
H18 5.3371 0.5700 3.9506
H19 6.6000 0.9831 1.7830
H20 5.5189 1.3974 0.5038
H21 5.2303 -0.1429 1.2039
C10 -5.7823 -0.1088 3.5999
N4 -4.4966 0.1937 2.9572
C11 -3.5791 -0.7808 2.9277
C12 -2.1535 -0.3464 2.5435
O4 -3.8375 -1.9736 3.2426
H22 -6.4751 -0.7471 3.0088
H23 -6.2731 0.8046 3.7806
H24 -5.5739 -0.5571 4.6093
H25 -4.4116 1.1250 2.6081
H26 -1.4521 -0.6887 3.3195
H27 -2.1265 0.7209 2.4848
H28 -1.9124 -0.7423 1.5423
C13 -0.0102 -5.1377 -2.1776
N5 1.3003 -4.4456 -1.7618
C14 1.6982 -3.2193 -2.1518
C15 0.7801 -2.4417 -3.0961
O5 2.7010 -2.7271 -1.6480
H29 -0.8746 -4.7639 -1.5969
H30 0.1773 -6.1822 -1.9813
H31 -0.2943 -4.9712 -3.2838
H32 1.9973 -4.9814 -1.1898
H33 0.6771 -2.9667 -4.0470
H34 1.2785 -1.4880 -3.2872
H35 -0.1685 -2.2884 -2.6047
C16 1.6336 5.2553 2.5067
N6 2.3463 4.5996 1.3761
C17 2.5184 5.1888 0.1946
C18 3.3490 4.3417 -0.7774
O6 2.0238 6.2837 -0.0325
H36 0.5532 5.3672 2.3860
H37 2.1354 6.2546 2.5595
H38 1.8886 4.6614 3.4375
H39 2.8107 3.7218 1.5478
H40 3.3306 3.2937 -0.4535
H41 4.3614 4.6931 -0.6216
H42 2.9812 4.4965 -1.7532
C19 0.8305 1.6821 -1.0725
N7 -0.3196 0.7839 -1.1988
C20 -1.5077 1.1152 -1.7678
C21 -2.5755 0.1087 -1.6081
O7 -1.6526 2.2110 -2.3571
H43 0.7317 2.5633 -0.4196
H44 1.1759 2.0451 -2.0392
H45 1.6355 1.0832 -0.6999
H46 -0.1636 -0.1011 -0.7039
H47 -3.1835 0.4919 -0.8083
H48 -2.2573 -0.9152 -1.2772
H49 -3.1317 0.1390 -2.5004
C22 2.3864 -1.5903 1.3551
N8 1.3503 -2.5590 1.6207
C23 0.2223 -2.6409 0.8633
C24 -0.8471 -3.7470 1.1849
O8 -0.0625 -1.8400 -0.0300
H50 2.9733 -1.9864 0.4662
H51 3.0618 -1.5679 2.2305
H52 1.9841 -0.5890 1.1855
H53 1.4694 -3.2469 2.3244
H54 -1.5769 -3.2596 1.8907
H55 -0.4611 -4.6297 1.6399
H56 -1.3377 -4.0615 0.3042
C25 -1.3411 3.4815 0.9880
N9 -2.4131 3.3933 0.0799
C26 -3.6363 2.9811 0.3853
C27 -4.6596 2.9442 -0.7766
O9 -4.0358 2.8333 1.5333
H57 -1.5013 4.1595 1.8318
H58 -0.5589 3.8990 0.3677
H59 -0.8946 2.5181 1.3295
H60 -2.1034 3.4494 -0.8697
H61 -5.3787 2.1080 -0.5958
H62 -4.1006 2.6700 -1.6197
H63 -5.2244 3.8686 -0.9806
C28 -2.2047 2.2450 -5.3384
C29 -1.5550 1.0218 -4.9823
N10 -1.1203 0.0064 -4.6880
H64 -3.0270 2.0122 -6.0806
H65 -1.5559 2.9037 -5.9846
H66 -2.5681 2.8411 -4.5264

Results of the Mulliken charge analysis, in e, for atoms 1 through 8: atom 1 (C): -0.913, atom 2 (N): 0.263, atom 3 (C): 0.626, atom 4 (C): -0.799, atom 5 (O): -0.693, atom 6 (H): 0.332, atom 7 (H): 0.218, atom 8 (H): 0.277

=====

B.
Formula: C29H66N10O9
Source: OMol25
Level of theory: the ωB97M-V functional and the def2-TZVPD basis

Properties
E_LUMO, eV: 0.0267
E_HOMO, Ha: -0.3262
Total charge: 0
Orbital gap, eV: 8.9042
SMILES string: CN(C)C=O.CN(C)C=O.CN(C)C=O.CN(C)C=O.CN(C)C=O.CN(C)C=O.CN(C)C=O.CN(C)C=O.CN(C)C=O.CC#N

Element x y z (Å)
C1 -7.1562 -21.4492 11.5325
N1 -6.0344 -22.2351 11.0922
C2 -5.3150 -22.9604 12.1328
C3 -5.5941 -22.1274 9.8275
O1 -4.6089 -22.6958 9.3958
H1 -6.7519 -20.6406 12.1628
H2 -7.9022 -21.8813 12.2088
H3 -7.7664 -21.0404 10.7295
H4 -6.0167 -23.5636 12.7047
H5 -4.5574 -23.6395 11.7534
H6 -4.8242 -22.1743 12.7142
H7 -6.2230 -21.4814 9.2033
C4 -3.1618 -20.1972 7.2739
N2 -2.0499 -20.9072 6.6641
C5 -0.8171 -20.1536 6.4998
C6 -2.2637 -22.0935 6.0574
O2 -1.4465 -22.6712 5.3527
H8 -2.7692 -19.6402 8.1243
H9 -3.9342 -20.8411 7.6943
H10 -3.6242 -19.4996 6.5682
H11 -0.5637 -19.6336 7.4218
H12 0.0052 -20.8107 6.2350
H13 -0.9989 -19.4544 5.6774
H14 -3.2567 -22.5291 6.2747
C7 -0.0284 -15.6988 8.6156
N3 -0.9244 -15.6456 7.4731
C8 -2.2488 -16.1926 7.6636
C9 -0.5535 -15.1226 6.2751
O3 -1.2630 -15.1170 5.2916
H15 0.7414 -14.9444 8.4561
H16 0.3854 -16.6968 8.7723
H17 -0.5840 -15.4360 9.5159
H18 -2.2253 -17.2826 7.6410
H19 -2.7826 -15.7696 8.5160
H20 -2.9088 -15.9133 6.8388
H21 0.4425 -14.6502 6.2805
C10 -5.5874 -14.9732 9.5279
N4 -5.6244 -15.1072 8.0950
C11 -5.7754 -16.4843 7.6388
C12 -5.6780 -14.0466 7.2638
O4 -5.9010 -14.0661 6.0729
H22 -5.3634 -13.9390 9.8087
H23 -4.8168 -15.5719 10.0173
H24 -6.5560 -15.1947 9.9857
H25 -5.7224 -16.4976 6.5498
H26 -4.9816 -17.0939 8.0638
H27 -6.7753 -16.8549 7.8770
H28 -5.5326 -13.1029 7.8258
C13 1.7996 -19.7570 14.8476
N5 0.7619 -18.7698 15.0110
C14 0.9753 -17.4584 14.4451
C15 -0.4328 -19.0902 15.5686
O5 -1.3659 -18.3052 15.5056
H29 2.6151 -19.6376 15.5662
H30 2.2540 -19.6895 13.8546
H31 1.4234 -20.7796 14.8723
H32 0.8176 -17.4286 13.3646
H33 0.3072 -16.7181 14.8763
H34 2.0070 -17.1925 14.6834
H35 -0.4848 -20.1099 15.9701
C16 -6.3508 -21.3362 17.1385
N6 -5.2199 -21.7995 16.3277
C17 -4.0316 -20.9606 16.3670
C18 -5.3250 -22.9620 15.6615
O6 -4.3633 -23.5433 15.1751
H36 -6.0504 -21.2624 18.1853
H37 -7.1936 -22.0171 17.0674
H38 -6.6268 -20.3353 16.7990
H39 -3.2285 -21.5819 15.9726
H40 -4.1394 -20.0707 15.7481
H41 -3.8012 -20.6506 17.3838
H42 -6.3356 -23.3957 15.6389
C19 -1.0791 -25.9432 13.7117
N7 -0.8777 -24.6207 13.1751
C20 0.0538 -24.4672 12.0826
C21 -1.4077 -23.5431 13.8021
O7 -1.2165 -22.3893 13.4419
H43 -1.9166 -26.0285 14.4018
H44 -0.2100 -26.2658 14.3009
H45 -1.1897 -26.6900 12.9245
H46 -0.4351 -24.7613 11.1466
H47 0.4208 -23.4497 11.9983
H48 0.9009 -25.1525 12.1631
H49 -2.0962 -23.8437 14.6060
C22 -1.4162 -17.8786 11.5581
N8 -2.5383 -18.7703 11.6559
C23 -2.4477 -19.7651 12.7201
C24 -3.5268 -18.8704 10.7593
O8 -3.6576 -18.1930 9.7463
H50 -1.3180 -17.2677 12.4581
H51 -1.5999 -17.1602 10.7620
H52 -0.4673 -18.3811 11.3667
H53 -2.8481 -19.3528 13.6440
H54 -2.6375 -20.8129 12.4991
H55 -1.3719 -19.9111 12.8761
H56 -4.2719 -19.6426 11.0197
C25 -2.4819 -14.9809 14.2588
N9 -3.2611 -13.8003 14.0075
C26 -2.9603 -13.0933 12.7830
C27 -3.7244 -13.0859 15.0733
O9 -3.9448 -11.9024 15.1123
H57 -2.6517 -15.7138 13.4576
H58 -2.5941 -15.5152 15.1983
H59 -1.3975 -14.8732 14.1005
H60 -2.0012 -12.5674 12.8058
H61 -2.9663 -13.7975 11.9494
H62 -3.7245 -12.3425 12.5896
H63 -3.9571 -13.7584 15.9164
C28 -1.9390 -22.0190 10.0515
C29 -0.6304 -21.3864 10.0686
N10 0.4130 -20.9050 10.0791
H64 -2.6721 -21.2404 9.8497
H65 -2.1254 -22.3939 11.0589
H66 -2.0518 -22.8005 9.3084

Results of the Mulliken charge analysis, in e, for atoms 1 through 8: atom 1 (C): -0.877, atom 2 (N): 0.220, atom 3 (C): -0.831, atom 4 (C): 0.040, atom 5 (O): -0.578, atom 6 (H): 0.303, atom 7 (H): 0.297, atom 8 (H): 0.299

=====

What are the relative energies? In hartree: A 0.0000; B 0.1506.

=====

A.
Formula: C14H16O2
Source: OMol25
Level of theory: the ωB97M-V functional and the def2-TZVPD basis

Properties
E_LUMO, eV: 0.7453
E_HOMO, Ha: -0.3113
Total charge: 0
Orbital gap, eV: 9.2152
SMILES string: Cc1ccc(O)cc1.Cc1ccc(O)cc1

Element x y z (Å)
C1 0.8697 -2.2598 3.0048
C2 0.8516 -2.3269 1.4908
C3 -0.2401 -1.9872 0.7315
C4 -0.2469 -2.2400 -0.6332
C5 0.9164 -2.5584 -1.3041
O1 1.0401 -2.6952 -2.6509
C6 2.0957 -2.7433 -0.5415
C7 2.0408 -2.7583 0.8611
H1 1.0176 -1.2237 3.3045
H2 1.6532 -2.9279 3.3443
H3 -0.0945 -2.6099 3.3774
H4 -1.1411 -1.6787 1.2490
H5 -1.1400 -2.1436 -1.2419
H6 0.8099 -1.9026 -3.1408
H7 3.0092 -2.9601 -1.0793
H8 2.9636 -3.1146 1.2914
C8 -2.8534 3.2778 0.7733
C9 -1.6992 2.6674 0.0185
C10 -1.4745 2.9849 -1.3323
C11 -0.3388 2.6144 -1.9976
C12 0.6129 1.8204 -1.3451
O2 1.5435 1.1403 -2.1628
C13 0.3874 1.3663 -0.0665
C14 -0.7992 1.7516 0.5699
H9 -3.8497 2.8461 0.6475
H10 -2.6897 4.3387 0.5827
H11 -2.7487 3.1117 1.8480
H12 -2.2819 3.4762 -1.8717
H13 -0.1874 2.8645 -3.0409
H14 1.9885 1.8585 -2.6058
H15 1.0672 0.6635 0.3841
H16 -1.0825 1.3477 1.5356

Results of the Mulliken charge analysis, in e, for atoms 1 through 8: atom 1 (C): -1.300, atom 2 (C): 0.813, atom 3 (C): -0.455, atom 4 (C): -0.415, atom 5 (C): 0.220, atom 6 (O): -0.592, atom 7 (C): -0.489, atom 8 (C): -0.612

=====

B.
Formula: C14H16O2
Source: OMol25
Level of theory: the ωB97M-V functional and the def2-TZVPD basis

Properties
E_LUMO, eV: 0.7188
E_HOMO, Ha: -0.2955
Total charge: 0
Orbital gap, eV: 8.7610
SMILES string: Cc1ccc(O)cc1.Cc1ccc(O)cc1

Element x y z (Å)
C1 1.0840 2.8134 1.2798
C2 -0.2282 2.0822 1.2203
C3 -1.3271 2.4736 0.4853
C4 -2.4902 1.6968 0.5633
C5 -2.5097 0.4969 1.2202
O1 -3.6235 -0.3160 1.0843
C6 -1.4552 0.1305 2.0581
C7 -0.2757 0.8276 1.8544
H1 1.2630 3.2816 0.3200
H2 1.9590 2.2154 1.5330
H3 1.0537 3.6287 2.0118
H4 -1.5374 3.4478 0.0560
H5 -3.4088 1.9192 0.0340
H6 -3.8139 -0.7069 1.9544
H7 -1.4532 -0.7512 2.6828
H8 0.6832 0.3750 2.0425
C8 3.2200 -2.5566 -1.1070
C9 1.9102 -1.8033 -1.1707
C10 0.7455 -2.4776 -0.7465
C11 -0.5000 -1.9200 -0.8776
C12 -0.6039 -0.6606 -1.4735
O2 -1.8091 -0.0466 -1.6342
C13 0.5149 0.0063 -1.9037
C14 1.7757 -0.5741 -1.7784
H9 3.6871 -2.5183 -0.1191
H10 3.9383 -2.0805 -1.7720
H11 3.0609 -3.5897 -1.3822
H12 0.9905 -3.3641 -0.1847
H13 -1.3561 -2.4362 -0.4536
H14 -2.4940 -0.4606 -1.0974
H15 0.4094 0.9731 -2.3757
H16 2.5905 -0.1060 -2.3239

Results of the Mulliken charge analysis, in e, for atoms 1 through 8: atom 1 (C): -1.457, atom 2 (C): 0.747, atom 3 (C): -0.469, atom 4 (C): -0.184, atom 5 (C): 0.322, atom 6 (O): -0.541, atom 7 (C): -0.655, atom 8 (C): -0.502

=====

What are the relative energies? In hartree: A 0.0074; B 0.0000.